(1)
ORCA calculation (the ωB97M-V functional and the def2-TZVPD basis) on C31H47BCl3MnN2O6P2 as an isolated structure in a non-equilibrium geometry.

Last column: Löwdin charge in e.
Element x y z (Å)
1 Mn 0.10 -0.32 -0.41  0.6856
2 C -2.19 4.08 -1.06  -0.0967
3 C -1.70 2.63 -1.29  -0.6301
4 C -2.68 1.62 -0.53  -0.0591
5 C -1.81 2.44 -2.82  -0.0830
6 P -0.01 2.25 -0.66  1.1451
7 C 0.01 2.86 1.10  -0.2059
8 N -0.40 1.69 1.93  -0.0083
9 B -0.50 0.32 1.47  -0.5412
10 N -1.03 -0.42 2.58  0.0063
11 C -1.26 -1.86 2.50  -0.2486
12 P -0.36 -2.39 0.94  1.1979
13 C 1.13 -3.37 1.54  -0.6501
14 C 1.67 -2.67 2.77  -0.0969
15 C 0.86 -4.87 1.83  -0.0954
16 C 2.21 -3.30 0.41  -0.0878
17 C -1.68 -3.53 0.06  -0.6559
18 C -1.10 -3.95 -1.33  -0.0779
19 C -2.14 -4.70 0.88  -0.1118
20 C -2.93 -2.72 -0.19  -0.1115
21 C -1.09 0.42 3.71  -0.1502
22 C -1.62 0.27 4.97  -0.0305
23 C -1.62 1.36 5.82  -0.1247
24 C -1.06 2.56 5.47  -0.0907
25 C -0.68 2.75 4.15  -0.0190
26 C -0.67 1.70 3.28  -0.2000
27 C 1.36 3.15 -1.49  -0.6674
28 C 1.66 2.42 -2.82  -0.0728
29 C 1.02 4.63 -1.74  -0.0893
30 C 2.61 3.01 -0.58  -0.0822
31 H -3.26 4.08 -1.29  0.0859
32 H -1.58 4.87 -1.56  0.0769
33 H -2.21 4.28 -0.01  0.0487
34 H -3.71 1.91 -0.81  0.0902
35 H -2.56 1.79 0.57  0.0826
36 H -2.42 0.60 -0.71  0.0254
37 H -2.85 2.48 -3.12  0.0864
38 H -1.28 1.52 -3.13  0.0526
39 H -1.32 3.22 -3.35  0.0573
40 H -0.81 3.58 1.16  0.0804
41 H 0.98 3.24 1.48  0.0866
42 H -2.35 -2.18 2.47  0.0934
43 H -0.85 -2.38 3.37  0.0780
44 H 1.03 -2.81 3.66  0.0779
45 H 1.79 -1.61 2.57  0.0497
46 H 2.62 -3.12 3.10  0.1052
47 H 0.24 -5.05 2.70  0.0717
48 H 1.83 -5.33 2.08  0.0851
49 H 0.43 -5.46 1.02  0.0565
50 H 2.70 -2.31 0.40  0.0750
51 H 1.83 -3.46 -0.63  0.0821
52 H 2.97 -4.05 0.69  0.0830
53 H -0.27 -4.68 -1.29  0.0670
54 H -0.81 -2.99 -1.92  0.0889
55 H -1.83 -4.53 -1.93  0.0785
56 H -1.36 -5.40 1.15  0.0434
57 H -2.86 -5.32 0.36  0.0872
58 H -2.66 -4.27 1.72  0.0702
59 H -2.73 -1.79 -0.76  0.0608
60 H -3.37 -2.45 0.78  0.0629
61 H -3.67 -3.34 -0.79  0.1107
62 H -2.11 -0.67 5.27  0.1189
63 H -1.99 1.17 6.79  0.0797
64 H -1.07 3.36 6.19  0.0974
65 H -0.29 3.66 3.87  0.0900
66 H 0.71 2.11 -3.36  0.0846
67 H 2.23 1.51 -2.59  0.0468
68 H 2.27 3.08 -3.46  0.0988
69 H 0.39 4.74 -2.58  0.0467
70 H 2.00 5.15 -1.99  0.1050
71 H 0.66 5.18 -0.87  0.0802
72 H 2.78 2.03 -0.18  0.0606
73 H 2.48 3.73 0.20  0.0506
74 H 3.48 3.31 -1.17  0.0962
75 Cl 1.92 0.07 -7.41  0.5865
76 C 1.71 -0.33 -5.70  -0.6746
77 C 2.82 -0.44 -4.92  -0.1990
78 C 2.69 -0.63 -3.60  -0.5930
79 Cl 4.09 -0.65 -2.51  0.6682
80 C 1.42 -0.88 -3.02  -0.3623
81 O 1.41 -1.03 -1.69  -0.2642
82 C 0.22 -0.78 -3.81  -0.1732
83 C -1.08 -0.79 -3.23  -0.2285
84 O -1.21 -0.88 -1.91  -0.3262
85 C 0.47 -0.59 -5.19  -0.0896
86 H 3.74 -0.23 -5.42  0.0901
87 H -1.99 -0.89 -3.89  0.1239
88 H -0.35 -0.56 -5.91  0.0993
89 O 2.05 0.86 3.82  -0.3269
90 Cl 2.96 1.06 2.73  0.6933
91 O 4.31 0.56 3.05  -0.3616
92 O 3.03 2.45 2.37  -0.3528
93 O 2.47 0.20 1.61  -0.4135

The largest force on an atom is 0.0581 Eh/bohr. Its multiplicity is 6. The energy above the lowest of the compared OMol25 structures with the same formula, charge and spin is 2.931 eV. For the orbital gap (spin up / spin down), the calculation gives 5.32 / 7.48 eV. Its net charge is -1. The calculation puts the LUMO energy (spin up / spin down) at 2.33 / 2.38 eV. Its expectation value of S² is 8.972. As for the HOMO energy (spin up / spin down): -2.99 / -5.10 eV.

(2)
ORCA calculation (the ωB97M-V functional and the def2-TZVPD basis) on C31H47N3O2ReSb2 as an isolated structure in a non-equilibrium geometry.

Last column: Löwdin charge in e.
Element x y z (Å)
1 Re -0.21 -0.69 -0.05  1.3675
2 C -0.05 -0.53 3.87  -0.2592
3 Sb -1.51 -0.50 2.29  1.3851
4 C -2.78 -2.12 2.91  -0.2487
5 C -2.84 1.10 3.06  -0.2345
6 C -2.25 1.78 4.24  -0.3096
7 C -2.30 1.13 5.47  -0.0739
8 C -1.75 1.69 6.61  -0.0587
9 C -1.13 2.93 6.53  -0.0510
10 C -1.07 3.59 5.32  -0.0355
11 C -1.63 3.04 4.16  -0.2971
12 C -1.54 3.80 2.91  -0.2847
13 Sb 0.07 3.01 1.60  1.3601
14 C 0.17 4.88 0.50  -0.3024
15 C 1.75 3.50 2.90  -0.3146
16 H -0.58 -0.68 4.80  0.0132
17 H 0.45 0.44 3.92  0.0052
18 H 0.69 -1.32 3.75  0.0070
19 H -2.99 -1.99 3.97  0.0194
20 H -2.30 -3.08 2.75  -0.0059
21 H -3.71 -2.08 2.35  0.0243
22 H -3.72 0.52 3.34  0.0727
23 H -3.10 1.78 2.26  0.0531
24 H -2.80 0.17 5.54  0.1141
25 H -1.79 1.16 7.55  0.1135
26 H -0.70 3.38 7.41  0.1147
27 H -0.60 4.56 5.26  0.1184
28 H -1.24 4.83 3.08  0.0710
29 H -2.44 3.78 2.30  0.0647
30 H 0.68 5.60 1.13  0.0127
31 H -0.83 5.23 0.29  0.0094
32 H 0.72 4.76 -0.42  -0.0004
33 H 1.69 4.54 3.20  0.0067
34 H 2.69 3.36 2.38  -0.0045
35 H 1.74 2.88 3.79  -0.0074
36 N 1.77 -0.39 0.96  -0.0881
37 C 2.91 -0.15 0.04  -0.2000
38 C 2.49 0.91 -0.97  -0.2195
39 N 1.33 0.39 -1.71  -0.0118
40 H 1.70 0.43 1.57  0.0499
41 H 2.01 -1.19 1.55  0.1094
42 H 3.12 -1.09 -0.49  0.1247
43 H 3.80 0.17 0.59  0.1379
44 H 3.33 1.15 -1.63  0.1365
45 H 2.19 1.82 -0.43  0.0912
46 H 1.67 -0.25 -2.42  0.0931
47 H 0.83 1.14 -2.18  0.1049
48 C -3.94 -1.73 -2.21  0.0260
49 C -2.89 -0.79 -1.69  -0.3170
50 O -2.03 -1.31 -0.96  -0.1896
51 C -2.92 0.61 -2.05  -0.0929
52 C -3.79 1.09 -3.04  -0.0073
53 C -3.78 2.40 -3.44  -0.0517
54 C -2.88 3.30 -2.84  -0.0314
55 C -2.04 2.87 -1.85  -0.0024
56 C -2.03 1.53 -1.40  -0.3484
57 O -1.26 1.23 -0.41  -0.3737
58 H -3.83 -2.68 -1.69  0.0919
59 H -3.81 -1.90 -3.28  0.1114
60 H -4.95 -1.33 -2.06  0.1045
61 H -4.48 0.41 -3.52  0.1183
62 H -4.45 2.75 -4.21  0.1171
63 H -2.86 4.33 -3.15  0.1228
64 H -1.34 3.55 -1.37  0.0881
65 C -1.81 -4.52 0.40  -0.0912
66 N -0.81 -4.84 1.38  -0.2741
67 C -0.61 -6.25 1.56  -0.0749
68 C 0.33 -3.97 1.48  -0.1704
69 C 0.91 -3.73 0.10  -0.2246
70 C 1.65 -4.76 -0.48  -0.0162
71 C 1.95 -4.75 -1.83  -0.0221
72 C 1.46 -3.72 -2.62  -0.0543
73 C 0.77 -2.68 -2.03  -0.1291
74 C 0.54 -2.60 -0.65  -0.2561
75 H -2.79 -4.82 0.78  0.0973
76 H -1.65 -5.05 -0.55  0.1027
77 H -1.80 -3.45 0.19  0.0487
78 H -1.58 -6.73 1.62  0.0967
79 H -0.06 -6.43 2.48  0.0940
80 H -0.05 -6.70 0.72  0.0836
81 H 1.06 -4.42 2.15  0.1354
82 H -0.02 -3.01 1.89  0.0558
83 H 1.97 -5.58 0.13  0.1242
84 H 2.51 -5.56 -2.27  0.1242
85 H 1.61 -3.73 -3.69  0.1177
86 H 0.35 -1.92 -2.69  0.0941

The largest force on an atom is 0.0632 Eh/bohr. Its multiplicity is 2. For the orbital gap (spin up / spin down), the calculation gives 4.69 / 5.21 eV. Its net charge is +2. The calculation puts the LUMO energy (spin up / spin down) at -8.15 / -7.62 eV. Its expectation value of S² is 0.772. As for the HOMO energy (spin up / spin down): -12.84 / -12.84 eV.